[1]
A 2-piece molecular cluster, C3H7N4 overall in a non-equilibrium geometry, computed with ωB97M-V/def2-TZVPD.

For the total energy, the calculation gives -9171.0027 eV. The HOMO-LUMO gap (alpha / beta) is 7.96 / 8.10 eV. Its net charge is +1. The largest force on an atom is 6.27 eV Å⁻¹.

Atoms and positions in Å:
1 N -1.6577 -1.9395 -0.3313
2 C -0.0638 -0.6511 0.6687
3 H 0.9012 3.4902 -1.7523
4 C 1.0280 1.5918 -1.7643
5 H 1.3677 1.3837 -2.7377
6 N 1.1917 0.4263 -1.1059
7 H -1.0214 -2.0015 -1.1636
8 N 0.7508 2.6680 -1.2061
9 H -0.4132 -1.5602 2.5739
10 H 0.6193 -0.0644 2.6043
11 H -1.0170 0.0660 2.4156
12 N 0.4485 0.0764 -0.2319
13 C -0.1762 -0.6209 2.1022
14 H -1.9579 -2.8649 -0.0717

[2]
An isolated ion of composition C3H7N4 and charge +1 in a non-equilibrium geometry, computed with ωB97M-V/def2-TZVPD.

For the total energy, the calculation gives -9173.8454 eV. The HOMO-LUMO gap is 8.66 eV. Its net charge is +1. The largest force on an atom is 6.93 eV Å⁻¹. Its structure (SMILES) is CCN/N=C\[N+]#N.

Atoms and positions in Å:
1 N 0.0283 0.1862 -2.1377
2 H -0.1308 1.8367 0.2486
3 C 0.6376 -0.8683 -1.7981
4 H 1.1505 0.8814 1.0008
5 C 0.1767 1.1906 1.1003
6 N -0.5990 1.1248 -2.1831
7 H 0.2097 1.6298 2.1561
8 C -0.8187 -0.0303 0.9270
9 H 1.2417 -1.5650 -2.4735
10 H -1.2399 -0.3023 1.8657
11 N -0.0312 -1.1559 0.4472
12 H -1.6564 0.2278 0.2098
13 H 0.4438 -1.6518 1.2543
14 N 0.5877 -1.5038 -0.6174

[3]
An isolated ion of composition C3H7N4 and charge +1 in a non-equilibrium geometry, computed with ωB97M-V/def2-TZVPD.

For the total energy, the calculation gives -9174.2080 eV. The HOMO-LUMO gap is 8.74 eV. Its net charge is +1. The largest force on an atom is 5.91 eV Å⁻¹. Its structure (SMILES) is [H]/N=C/N=N\C(C)=[NH2+].

Atoms and positions in Å:
1 N 0.8012 -0.5941 -0.4644
2 H 2.0554 -0.4848 3.1776
3 C -1.5639 -0.4504 -0.3592
4 H -2.1109 -0.7181 -1.2526
5 N 1.6905 -0.7275 2.3257
6 C -0.2214 0.1245 -0.5967
7 N -0.1957 1.5397 -0.9824
8 N 1.7456 -1.1850 0.0672
9 H -0.4338 1.8736 -1.8767
10 H -1.6129 -1.3515 0.2743
11 H -2.0595 0.3815 0.0602
12 H 0.7992 1.8261 -0.7396
13 C 2.3838 -0.8983 1.3023
14 H 3.3962 -0.8686 1.1690

[4]
An isolated ion of composition C3H7N4 and charge +1 in a non-equilibrium geometry, computed with ωB97M-V/def2-TZVPD.

For the total energy, the calculation gives -9176.7272 eV. The HOMO-LUMO gap is 10.86 eV. Its net charge is +1. The largest force on an atom is 5.78 eV Å⁻¹. Its structure (SMILES) is C[n+]1c[nH]nc1N.

Atoms and positions in Å:
1 N 2.3487 -0.1610 0.1135
2 H 2.9336 1.7138 -0.1395
3 N 2.1091 1.1231 -0.0593
4 C 0.8774 1.4417 -0.1851
5 C -1.3484 0.2644 0.0148
6 H -1.8789 1.1776 0.1179
7 H 0.3551 2.4235 -0.1830
8 H -0.1017 -2.3517 -0.4819
9 C 1.2072 -0.7827 0.0886
10 N 0.6854 -1.9786 0.1006
11 H -1.4092 -0.2480 1.0039
12 H 1.2478 -2.7142 0.6469
13 N 0.0725 0.4106 -0.0840
14 H -1.5133 -0.4383 -0.8312

[5]
An isolated ion of composition C3H7N4 and charge +1 in a non-equilibrium geometry, computed with ωB97M-V/def2-TZVPD.

For the total energy, the calculation gives -9172.4512 eV. The HOMO-LUMO gap (alpha / beta) is 7.96 / 7.96 eV. Its net charge is +1. The largest force on an atom is 4.46 eV Å⁻¹.

Atoms and positions in Å:
1 N 1.0170 -2.0251 -0.0381
2 N 0.3910 0.2974 0.0674
3 N -2.6481 -0.1145 0.4803
4 H 2.3967 0.7621 0.6595
5 H 1.0009 -2.4070 -1.0696
6 C -1.9426 0.4526 -0.4598
7 H 1.3282 2.0286 0.9189
8 H -2.3289 0.9591 -1.4092
9 H -3.5910 -0.3363 0.2071
10 H 1.7689 1.8495 -0.5794
11 N -0.6849 0.8771 -0.2892
12 H 1.0508 -2.6928 0.7239
13 C 1.4744 1.2376 0.2716
14 C 0.7675 -0.8882 0.5166

[6]
A 2-piece molecular cluster, C3H7N4O overall in a non-equilibrium geometry, computed with ωB97M-V/def2-TZVPD.

For the total energy, the calculation gives -11225.1959 eV. The HOMO-LUMO gap is 10.45 eV. Its net charge is +1. The largest force on an atom is 3.75 eV Å⁻¹.

Atoms and positions in Å:
1 H -1.2736 -2.1250 0.5329
2 C 2.4130 -1.6801 0.2985
3 H -0.0075 0.7360 1.0790
4 N -0.4018 2.5426 -0.3304
5 N 1.9107 -0.7590 -0.2859
6 O 2.5960 -2.6052 0.9337
7 H -1.5563 1.6948 -2.0073
8 H 2.4723 0.0611 -0.4738
9 C -0.9917 1.6955 -1.0082
10 H -1.8669 -0.1932 -1.1027
11 H -0.4047 3.5137 -0.5348
12 H -0.2252 -1.7472 1.7965
13 C -0.6438 -0.1005 0.6064
14 N -0.8274 -1.3457 1.0706
15 N -1.1931 0.3121 -0.5746

[7]
An isolated ion of composition C3H7N4S and charge +1 in a non-equilibrium geometry, computed with ωB97M-V/def2-TZVPD.

For the total energy, the calculation gives -20007.4649 eV. The HOMO-LUMO gap (alpha / beta) is 7.81 / 7.82 eV. Its net charge is +1. The largest force on an atom is 4.87 eV Å⁻¹.

Atoms and positions in Å:
1 H 1.6295 1.5483 0.5388
2 S 2.0092 -0.6916 -0.0478
3 N 0.1623 -0.4602 0.1405
4 N -0.1317 0.7908 0.0890
5 C -1.3738 1.3415 -0.0150
6 N -2.4110 0.5942 -0.0609
7 H -1.0908 -3.4342 -0.2972
8 H -1.1209 -2.6409 1.2965
9 H -1.2664 2.3863 -0.2012
10 C 2.4583 1.0914 -0.0577
11 C -0.3387 -1.5835 -0.2645
12 N -0.9552 -2.5793 0.1962
13 H 3.5658 1.1258 -0.0289
14 H 2.1796 1.4784 -1.1147
15 H -3.3161 1.0329 -0.1730

[8]
One molecule with the formula C3H7N5 in a non-equilibrium geometry, computed with ωB97M-V/def2-TZVPD.

For the total energy, the calculation gives -10671.3543 eV. The HOMO-LUMO gap is 10.85 eV. Its net charge is 0. The largest force on an atom is 3.46 eV Å⁻¹. Its structure (SMILES) is CN(C)n1cnnn1.

Atoms and positions in Å:
1 N 1.9489 0.7122 0.5069
2 H 1.0041 -1.7415 -1.2357
3 C -1.9760 -0.7612 0.8291
4 H -1.9360 1.5977 0.2859
5 H -1.6177 -1.8555 1.1191
6 N 2.2824 -0.4034 -0.1769
7 H -2.7486 0.6457 -1.3887
8 C -1.7923 0.9557 -0.7354
9 N 0.6636 0.8480 0.6361
10 N 0.1432 -0.1485 -0.0683
11 H -1.8646 -0.0327 1.6867
12 N -1.2307 -0.3192 -0.3667
13 H -0.9737 1.5532 -1.4024
14 C 1.1902 -0.8752 -0.6624
15 H -3.0458 -0.9062 0.6286

[9]
C3H7N5 as an isolated structure in a non-equilibrium geometry, computed with ωB97M-V/def2-TZVPD.

For the total energy, the calculation gives -10668.9168 eV. The HOMO-LUMO gap (alpha / beta) is 7.23 / 7.23 eV. Its net charge is 0. The largest force on an atom is 3.42 eV Å⁻¹.

Atoms and positions in Å:
1 H 2.1520 -1.5070 1.5547
2 H -0.2736 3.4631 0.4550
3 H -1.2389 -0.0991 -1.3581
4 H -0.5283 -1.4599 -0.2765
5 H -2.2328 -0.8186 -0.1564
6 N -0.6159 0.3290 0.5583
7 N -0.9872 1.5178 0.4743
8 N 2.1319 -1.6207 0.5603
9 H 3.0491 -1.9476 0.3128
10 C -1.2101 -0.6429 -0.3913
11 C 1.1740 1.8191 -0.0185
12 H 2.0556 2.3395 -0.3317
13 N 1.1769 0.5016 0.0377
14 N 2.1398 -0.3267 -0.1104
15 C -0.1240 2.4171 0.1780

[10]
A 2-piece molecular cluster, C3H7N5 overall in a non-equilibrium geometry, computed with ωB97M-V/def2-TZVPD.

For the total energy, the calculation gives -10669.4984 eV. The HOMO-LUMO gap is 7.76 eV. Its net charge is 0. The largest force on an atom is 9.79 eV Å⁻¹.

Atoms and positions in Å:
1 N -2.7352 -0.0759 -0.0188
2 H 1.4177 2.8108 0.3910
3 N 1.9390 -1.3839 0.1442
4 H -2.8774 0.0769 1.0785
5 H 1.7357 -2.2600 0.7832
6 H -0.9607 1.9429 -0.5114
7 N 1.5349 1.5734 -0.2467
8 N -0.5952 1.0473 0.2117
9 C 0.8201 -0.6420 -0.0583
10 C -1.3118 -0.1928 -0.1480
11 N -0.5028 -1.1707 -0.1064
12 H 2.4538 -1.5299 -0.9469
13 H 2.5412 0.9787 0.2485
14 H -2.9464 -0.9677 -0.5909
15 C 0.6836 0.6710 0.1495

[11]
One molecule with the formula C3H7NO, computed with ωB97M-V/def2-TZVPD.

For the total energy, the calculation gives -6762.5178 eV. The HOMO-LUMO gap is 10.57 eV. Its net charge is 0. The largest force on an atom is 0.26 eV Å⁻¹. Its structure (SMILES) is CNC(C)=O.

Atoms and positions in Å:
1 H -1.5437 -0.9539 -1.2167
2 N -0.6105 0.0036 0.3275
3 H 2.2672 1.2010 -0.1511
4 O 0.6871 -0.5209 -1.4538
5 C -1.8365 -0.3563 -0.3542
6 C 1.8163 0.3936 0.4333
7 H -0.6665 0.4224 1.2413
8 H 2.5356 -0.4297 0.4529
9 H 1.6348 0.7434 1.4549
10 H -2.3821 0.5261 -0.7095
11 C 0.5886 -0.0821 -0.3194
12 H -2.4902 -0.9471 0.2948

[12]
A 2-piece molecular cluster, C3H7NO overall in a non-equilibrium geometry, computed with ωB97M-V/def2-TZVPD.

For the total energy, the calculation gives -6758.6144 eV. The HOMO-LUMO gap is 9.16 eV. Its net charge is 0. The largest force on an atom is 3.99 eV Å⁻¹.

Atoms and positions in Å:
1 C 0.1795 -1.7851 -1.2595
2 H 0.4212 0.6684 -1.2647
3 H -0.4589 2.3185 2.3450
4 N 0.1461 2.2072 1.5440
5 H -0.3938 -1.9289 0.7849
6 H 1.0295 -2.3176 -1.0428
7 H -0.2624 -1.4269 -2.1742
8 C -0.0779 1.2476 0.6827
9 O 0.8041 1.1668 -0.4087
10 C -0.7152 -1.8050 -0.2625
11 H 0.9617 2.8334 1.5554
12 H -1.6339 -1.1784 -0.4996

[13]
One molecule with the formula C3H7NO, computed with ωB97M-V/def2-TZVPD.

For the total energy, the calculation gives -6760.7617 eV. The HOMO-LUMO gap is 10.99 eV. Its net charge is 0. The largest force on an atom is 0.90 eV Å⁻¹. Its structure (SMILES) is C[C@]1(N)CO1.

Atoms and positions in Å:
1 O -0.0288 -1.4201 -0.4963
2 C -0.2541 -1.0719 0.8888
3 C -0.2207 -0.0648 -0.1676
4 H 1.5596 0.4855 -1.2660
5 H -1.6840 1.2618 0.0935
6 H 1.8211 0.4588 0.4551
7 H -1.1540 -1.5462 1.2472
8 C 1.0847 0.7073 -0.3120
9 H -1.2658 1.0386 -1.4721
10 N -1.4378 0.5548 -0.5952
11 H 0.5525 -1.0244 1.6384
12 H 0.9301 1.7795 -0.2602

[14]
One molecule with the formula C3H7NO, computed with ωB97M-V/def2-TZVPD.

For the total energy, the calculation gives -6762.5111 eV. The HOMO-LUMO gap is 10.56 eV. Its net charge is 0. The largest force on an atom is 0.32 eV Å⁻¹. Its structure (SMILES) is CNC(C)=O.

Atoms and positions in Å:
1 C 1.6384 0.6874 -0.6662
2 N 0.4223 0.4916 0.0931
3 O -0.5106 -0.9906 -1.3568
4 C -0.5332 -0.4101 -0.2850
5 C -1.6073 -0.6598 0.7584
6 H -2.3988 -1.2620 0.3097
7 H -1.1757 -1.2077 1.6041
8 H 1.5670 0.0524 -1.5508
9 H -2.0330 0.2739 1.1414
10 H 1.7581 1.7308 -0.9779
11 H 2.5173 0.3921 -0.0807
12 H 0.3556 0.9020 1.0107

[15]
One molecule with the formula C3H7NO in a non-equilibrium geometry, computed with ωB97M-V/def2-TZVPD.

For the total energy, the calculation gives -6760.4138 eV. The HOMO-LUMO gap is 9.83 eV. Its net charge is 0. The largest force on an atom is 4.32 eV Å⁻¹. Its structure (SMILES) is CCC(N)=O.

Atoms and positions in Å:
1 O -0.1761 -1.4938 -0.1528
2 C -0.8496 -0.5353 -0.4759
3 C 1.2460 0.3492 1.0654
4 C -0.2836 0.4327 0.7057
5 H 1.4809 1.1937 1.7382
6 H -0.4740 1.4208 0.3457
7 H -1.9207 -0.0431 -2.3418
8 H -0.4903 -0.9925 -2.4050
9 H 1.5499 -0.5700 1.5834
10 N -1.1164 -0.4067 -1.8527
11 H 1.8889 0.4590 0.1851
12 H -0.8550 0.1858 1.6048

[16]
One molecule with the formula C3H7NO, computed with ωB97M-V/def2-TZVPD.

For the total energy, the calculation gives -6760.1182 eV. The HOMO-LUMO gap is 10.31 eV. Its net charge is 0. The largest force on an atom is 0.87 eV Å⁻¹. Its structure (SMILES) is C/N=C/CO.

Atoms and positions in Å:
1 O -0.6299 0.7451 1.7937
2 C 1.5405 -0.3133 -0.8167
3 H 2.4933 -0.7628 -0.5756
4 H -1.6038 1.2682 0.0745
5 H 0.1661 0.1839 1.7217
6 H 1.2495 -0.4230 -1.8741
7 N 0.5478 -0.7247 0.1340
8 H -0.9532 -0.5890 -1.2975
9 C -0.6327 -0.4862 -0.2482
10 H -2.3645 -0.0455 1.0047
11 H 1.5970 0.7727 -0.6147
12 C -1.4101 0.3746 0.6981

[17]
One molecule with the formula C3H7NO in a non-equilibrium geometry, computed with ωB97M-V/def2-TZVPD.

For the total energy, the calculation gives -6761.3557 eV. The HOMO-LUMO gap is 10.45 eV. Its net charge is 0. The largest force on an atom is 3.75 eV Å⁻¹. Its structure (SMILES) is CNC(C)=O.

Atoms and positions in Å:
1 N 0.2575 -1.0401 -0.2353
2 O -1.9934 -1.2114 0.0969
3 H -0.5064 1.4654 -0.8859
4 H 0.3061 -2.0440 -0.1910
5 C -1.1002 1.0108 -0.0777
6 C -1.0153 -0.5018 -0.0399
7 H 1.6913 -0.0962 1.3503
8 H -2.1761 1.2030 -0.1658
9 H 2.4914 -0.7961 -0.4009
10 H -0.8606 1.4495 0.8941
11 C 1.5090 -0.2641 0.0979
12 H 1.3969 0.8250 -0.4426

[18]
One molecule with the formula C3H7NO in a non-equilibrium geometry, computed with ωB97M-V/def2-TZVPD.

For the total energy, the calculation gives -6758.6489 eV. The HOMO-LUMO gap is 10.05 eV. Its net charge is 0. The largest force on an atom is 4.13 eV Å⁻¹. Its structure (SMILES) is C=CONC.

Atoms and positions in Å:
1 C -2.1056 -0.3074 -0.0725
2 H 1.5419 1.4849 -0.1861
3 H -2.2458 -0.7846 -1.0290
4 O -0.1315 0.7981 -0.8943
5 C -1.0701 0.5044 0.1696
6 C 1.6260 -0.5526 0.0494
7 H 2.5362 -0.4434 0.6354
8 H -2.9552 -0.2956 0.5865
9 H 1.8834 -0.8713 -0.9661
10 N 0.9245 0.7198 0.0731
11 H -1.0074 1.0510 1.1054
12 H 1.0035 -1.3032 0.5286

[19]
A 2-piece molecular cluster, C3H7NO overall, computed with ωB97M-V/def2-TZVPD.

For the total energy, the calculation gives -6760.1951 eV. The HOMO-LUMO gap is 10.17 eV. Its net charge is 0. The largest force on an atom is 0.66 eV Å⁻¹. Its structure (SMILES) is C=C=N.CO.

Atoms and positions in Å:
1 H -0.9653 1.8722 1.2805
2 H 2.3576 -0.7593 0.8529
3 H 2.8129 0.1678 -0.5888
4 C 1.9728 -0.1087 0.0639
5 C -1.5538 0.4878 0.1317
6 O 0.9815 -0.8409 -0.6264
7 C -2.0910 -0.6708 -0.1578
8 H 1.5640 0.8037 0.5217
9 N -1.0287 1.5877 0.3033
10 H -3.1573 -0.7558 -0.3315
11 H 0.5580 -0.2392 -1.2512
12 H -1.4508 -1.5445 -0.1982

[20]
One molecule with the formula C3H7NO, computed with ωB97M-V/def2-TZVPD.

For the total energy, the calculation gives -6760.7794 eV. The HOMO-LUMO gap is 10.81 eV. Its net charge is 0. The largest force on an atom is 0.67 eV Å⁻¹. Its structure (SMILES) is C[C@]1(N)CO1.

Atoms and positions in Å:
1 H 0.8609 -1.0845 1.9472
2 H 1.2727 -0.8831 -1.3483
3 C 0.1025 -0.5746 1.3726
4 O 0.3842 0.8314 1.2720
5 H -0.9010 1.3219 -1.2081
6 N 1.4667 -0.1145 -0.7087
7 C -1.0230 0.4194 -0.6038
8 H -1.7695 0.6237 0.1707
9 C 0.2847 0.0821 0.0811
10 H 1.6256 0.7019 -1.2977
11 H -1.3824 -0.4045 -1.2267
12 H -0.9212 -0.9193 1.5498